C29H68CuN3O12S3 | ωB97M-V with the def2-TZVPD basis set

Calculated values
highest occupied orbital energy (alpha / beta)	-0.382 / -0.382	hartree
total charge	+1
multiplicity	2
HOMO-LUMO gap (alpha / beta)	3.65 / 3.66	eV

```
116
C29H68CuN3O12S3, DFT ωB97M-V with the def2-TZVPD basis set
H 1.43 -6.14 7.85
O -1.20 -6.79 -7.62
C -0.48 -4.96 8.41
H 0.31 -1.89 -1.16
C 2.87 -4.47 6.83
H 5.18 3.13 2.36
H -3.34 7.47 -3.03
C -1.31 -6.20 8.70
O -1.77 8.76 -2.36
H -5.41 -6.35 0.91
H 6.63 2.24 2.39
S 5.92 3.05 4.56
H 9.43 -0.89 -2.76
H -1.82 -7.98 0.16
O -0.09 -1.51 1.53
H 5.24 5.36 4.58
H 6.61 5.25 5.66
H 3.73 -4.04 7.33
O -4.93 -8.84 0.88
H -2.22 -6.12 -10.74
H -0.73 -7.05 9.06
C -7.80 2.90 3.63
H -0.29 -3.85 -7.76
H -7.93 4.64 2.21
H 3.11 -5.53 6.81
H -3.16 -4.06 -10.37
H 6.36 0.39 -5.33
C -7.48 5.36 4.16
H -1.96 -6.48 7.86
H -3.83 -6.40 1.79
H 10.86 -0.08 -3.21
C -7.44 4.71 5.64
H -4.27 -4.68 -9.11
H 8.59 0.26 -5.79
H 1.63 -0.87 -0.66
C 7.19 5.25 3.51
H -2.39 -8.85 1.64
H -0.85 7.11 -2.56
C 7.20 -1.17 -4.70
H -0.18 -4.52 9.37
H 2.74 -4.03 5.84
N -1.33 -3.93 7.85
H -2.34 11.15 -3.62
H -0.16 8.23 -1.31
H -8.38 5.96 4.00
C 6.21 4.88 4.71
H -1.98 -3.55 8.52
H 9.21 0.65 -3.57
H 6.75 -2.91 -5.85
H -8.44 4.49 6.02
N 5.99 -0.53 -5.11
H 7.43 6.31 3.54
H -3.94 11.46 -4.15
H -7.60 1.96 3.11
H 5.71 -0.99 -5.97
H -2.98 -6.98 -9.43
O -5.56 2.71 4.97
H 8.13 4.73 3.69
H -2.07 -5.94 9.44
C -0.07 -0.58 0.70
H -3.66 8.53 -1.66
C 6.96 -2.74 -4.80
C -4.33 -6.51 0.83
N -5.19 9.38 -3.59
O 7.11 2.36 5.09
C 8.49 -0.78 -5.48
C -7.36 4.27 3.06
C -3.38 10.86 -3.44
H 7.85 -3.20 -4.38
C -3.74 9.45 -3.61
H -0.59 -3.66 -9.47
H 7.38 4.41 1.48
C -3.15 8.47 -2.63
H -4.20 -7.87 -0.78
C 6.68 4.48 2.31
H -5.59 9.97 -4.31
H 0.60 -5.66 6.48
C -0.98 -4.10 -8.56
H 8.43 -1.38 -6.39
H -8.87 3.05 3.70
H -2.40 -9.62 0.12
C -2.44 -3.81 -8.49
H -2.50 -2.74 -8.69
H -2.82 -3.87 -7.47
S -0.88 -5.98 -8.84
C 9.84 -0.24 -3.54
H -3.52 9.07 -4.61
C 0.78 -5.34 7.51
H 5.93 5.16 1.91
O 0.00 0.56 1.15
S -7.00 2.91 5.29
H 6.06 -3.04 -4.26
O 4.59 2.55 5.01
O -7.82 1.97 6.09
H -4.61 -9.11 1.75
H -6.76 6.18 4.16
H -6.31 4.12 2.80
O 9.67 -0.88 -4.86
H -4.00 -5.73 0.15
O 0.21 -6.22 -9.85
H 7.35 -0.90 -3.65
H 0.29 -0.16 -1.48
H -1.78 -4.29 7.02
C -1.07 7.77 -1.72
O 1.65 -4.17 7.49
C -2.56 -8.64 0.59
H -3.58 11.30 -2.46
H -1.61 7.26 -0.92
C -3.99 -7.97 0.28
C -2.52 -6.03 -9.70
C 0.54 -0.91 -0.73
C 6.17 3.15 2.80
H -6.87 5.15 6.46
C -3.24 -4.67 -9.47
H -5.48 8.42 -3.73
Cu -0.54 0.16 5.95
```

=====

C29H68I2N9O6 | ωB97M-V with the def2-TZVPD basis set

Calculated values
highest occupied orbital energy	-0.375	hartree
total charge	+1
multiplicity	1
HOMO-LUMO gap	7.84	eV

```
114
C29H68I2N9O6, DFT ωB97M-V with the def2-TZVPD basis set
H 4.18 4.06 4.84
H -3.93 -3.07 -4.72
C -11.67 -0.59 -7.71
H 2.64 -1.62 -2.19
H 4.99 1.01 3.62
H 0.03 -3.77 4.81
C 8.41 3.58 8.17
N 2.04 -0.82 2.42
C 4.43 -0.21 1.92
C 6.29 4.95 6.05
C 0.36 -2.76 5.10
H 4.50 -1.14 2.49
O 1.23 -2.83 6.18
O -9.28 -1.43 -5.75
C -10.23 -1.02 -8.01
O 0.84 -1.37 0.46
H 5.83 1.74 5.33
H -1.26 -0.43 2.67
H 0.63 -0.29 -3.81
H 1.11 -2.16 -0.05
C 5.32 0.83 2.59
H -6.91 -0.02 -5.40
H 2.67 0.09 0.70
H -0.87 -3.83 3.04
H 1.92 3.17 2.54
C -0.72 -3.13 2.23
H -4.30 1.63 -3.47
H 2.70 1.13 2.10
H -11.05 -2.09 -4.89
C 5.78 3.53 6.30
H 2.51 1.36 -4.17
H -2.97 -0.44 2.32
H -10.23 -1.54 -8.97
C -3.91 -2.64 -3.72
C 4.76 0.32 -3.58
H 6.27 2.73 2.27
H -2.83 -3.02 2.31
H -4.93 -2.61 -3.32
N 6.25 2.66 5.21
H 5.79 5.38 5.19
C -9.65 -2.01 -6.99
H 8.79 4.12 7.30
C 2.95 0.13 1.75
C 2.19 -1.31 -4.84
H 4.69 3.55 6.27
H 9.24 3.10 8.67
C 1.67 -0.58 -3.61
H -3.42 -1.19 -5.75
I 3.04 -0.21 5.20
C 5.46 2.15 1.84
N -5.05 0.96 -3.61
H -8.48 -0.09 -8.50
H -12.10 -0.12 -8.59
H 6.10 5.59 6.91
H 3.09 -3.48 6.68
H 1.92 -4.77 6.34
H 4.30 3.73 1.23
C -4.83 0.21 -4.85
O 7.49 2.56 7.81
C -2.16 -1.04 2.73
H -0.43 -3.71 1.36
H 5.56 2.06 7.84
N 4.65 3.82 3.98
H 6.32 0.41 2.67
H 5.88 3.67 8.47
H -2.39 -1.22 3.78
H 1.83 1.27 -2.54
C -3.51 -0.57 -4.85
H -11.71 0.13 -6.90
C 2.42 0.72 -3.28
H -2.69 0.15 -4.86
H -6.35 -1.24 -4.28
H -5.88 -1.33 -5.98
C 0.95 -2.08 3.89
H 5.73 1.94 0.80
H -4.74 0.94 -5.66
H 1.23 -1.01 -1.68
C 6.15 2.96 7.68
C 1.10 -1.51 1.76
H 2.63 -3.83 5.01
N 2.46 3.40 3.36
O 3.69 0.53 -2.68
H -3.32 -3.30 -3.07
H 4.84 -0.43 0.93
O -3.30 -1.37 -3.70
H 5.67 0.65 -3.07
C 2.27 -3.78 6.04
N 4.19 2.90 1.81
H 7.24 2.51 5.35
H -10.85 -0.32 -4.94
H 4.88 -0.73 -3.85
H 2.35 -0.63 -5.67
C -6.06 -0.65 -5.14
N 0.42 -2.29 2.62
N 1.67 -1.49 -2.46
N -9.40 0.18 -8.18
C -10.33 -1.27 -4.82
H -0.52 -2.20 5.42
H 7.36 4.96 5.85
H -12.29 -1.45 -7.44
H -9.88 -1.29 -3.82
H -4.98 0.31 -2.83
H 4.64 0.91 -4.49
H -10.34 -2.85 -6.83
H -8.72 -2.42 -7.41
C 1.94 -1.16 3.76
H 7.95 4.30 8.86
H 5.45 3.21 4.18
H -9.26 0.59 -7.26
I -2.41 -2.12 -0.11
C 3.70 3.34 3.08
H 3.13 -1.83 -4.63
H 1.47 -2.07 -5.15
C -2.03 -2.36 1.98
```